C24H32N2OOsSSi | wB97M-V/def2-TZVPD

Results
Spin multiplicity = 5
⟨S²⟩ = 6.07
LUMO (spin up / spin down) = -0.20 / -1.22 eV
E_HOMO (spin up / spin down) = -6.72 / -7.74 eV
Electronic energy = -51614.7978 eV

Element x y z (Å)
Os  0.86287  -0.33614  0.23221
S  5.29175  -1.03218  0.01522
C  4.86276  -0.38965  -1.51702
C  3.53150  -0.13402  -1.62677
C  2.80471  -0.44020  -0.43580
C  3.64731  -0.94717  0.52898
C  3.12112  -1.32096  1.81988
C  3.86858  -1.73060  2.92099
C  3.23596  -1.99521  4.11660
C  1.85453  -1.85799  4.19863
C  1.16356  -1.47349  3.07661
N  1.76680  -1.20766  1.90555
H  5.63412  -0.23682  -2.25964
H  3.08372  0.26517  -2.53001
H  4.94316  -1.81372  2.81809
H  3.80698  -2.30355  4.98294
H  1.32301  -2.05761  5.11878
H  0.08764  -1.37463  3.08185
C  -0.28524  3.88860  0.30566
Si  0.88347  2.85863  -0.72160
C  0.88470  3.47518  -2.48586
C  2.61528  3.02004  -0.03047
O  0.38856  1.29924  -0.73788
H  -0.08141  4.95849  0.16805
H  -0.18708  3.65834  1.37261
H  -1.32348  3.69756  0.01071
H  1.06594  4.55660  -2.53225
H  -0.07647  3.26390  -2.96804
H  1.67234  2.97102  -3.05727
H  2.91080  4.07072  0.08253
H  3.33147  2.53355  -0.70136
H  2.70001  2.53762  0.95002
C  -2.14802  0.74815  2.42444
C  -3.05124  -0.40867  1.96632
C  -2.65947  -1.75272  2.59905
C  -3.20855  -0.51928  0.45297
C  -4.46488  -0.26203  -0.05790
C  -4.74796  -0.40482  -1.41061
C  -3.75075  -0.84451  -2.26690
C  -2.46041  -1.11470  -1.84016
C  -1.49276  -1.53994  -2.94573
C  -0.71015  -0.31448  -3.45287
C  -0.54855  -2.70488  -2.64366
C  -2.13734  -0.90156  -0.45090
N  -0.88334  -1.01348  0.00896
H  -2.12550  0.80100  3.51777
H  -2.51967  1.70289  2.04529
H  -1.13162  0.63495  2.06331
H  -4.04996  -0.17143  2.33929
H  -1.74270  -2.13832  2.15776
H  -3.44336  -2.49543  2.43496
H  -2.52106  -1.64096  3.68085
H  -5.25102  0.04923  0.62264
H  -5.74358  -0.19998  -1.78768
H  -3.98356  -0.98836  -3.31696
H  -2.13489  -1.88526  -3.75646
H  -0.07336  0.08467  -2.66172
H  -1.39377  0.48000  -3.76242
H  -0.08411  -0.58526  -4.31018
H  0.18424  -2.45891  -1.89189
H  -0.01125  -2.97306  -3.55794
H  -1.10038  -3.58589  -2.30154

---

C24H32N4O | wB97M-V/def2-TZVPD

Results
Relative energy (zero: lowest compared OMol25 entry of this formula, charge and spin) = 2376.0 kJ/mol
Spin multiplicity = 1
LUMO = 0.08 eV
E_HOMO = -7.61 eV
Electronic energy = -33391.4703 eV

Element x y z (Å)
O  2.76988  -2.21792  1.01394
C  3.42532  -1.15256  1.01628
N  2.79149  0.04148  1.48082
H  3.14964  0.81329  1.46746
C  1.24896  -0.24713  1.66441
H  0.94025  -1.18538  2.15398
H  0.93320  0.46934  2.82401
C  0.33256  0.38284  0.48779
N  -1.06050  0.67736  0.95162
C  -1.73647  1.29174  0.00226
H  -1.61177  1.13425  -0.97251
C  -3.37912  1.30845  0.15379
N  -3.64781  -0.35109  0.00729
C  -4.93239  -0.44853  -0.16467
C  -6.01988  0.36609  -0.28608
C  -7.36207  -0.02900  -0.37848
C  -7.53168  -1.45859  -0.84108
C  -6.56956  -2.26851  -0.85726
C  -5.14044  -1.73898  -0.66915
H  -4.48530  -2.53117  -0.55954
H  -6.77337  -3.23695  -1.33711
H  -8.69030  -1.49302  -1.00284
H  -8.09301  0.84748  -0.40284
H  -5.89748  1.44676  0.33777
C  -2.67477  -0.96373  0.27824
C  -1.65563  -0.47933  1.54638
H  -1.03272  -1.44324  1.91136
H  -2.30108  -0.00722  2.37923
H  -3.23951  -2.03858  1.08306
H  -2.05011  -1.52134  -0.27163
H  -3.50651  1.72950  1.19884
H  -3.82834  1.78352  -0.62361
H  -1.46859  2.43638  0.03637
C  0.95810  1.46593  -0.01568
C  1.03552  2.71661  0.73173
N  1.69044  4.07863  0.30879
C  2.20291  3.85465  -1.11398
C  2.13904  2.74693  -1.48915
C  1.51335  1.62522  -1.25141
H  1.37188  0.81333  -1.77620
H  2.65842  2.66837  -2.58120
H  2.50507  4.83949  -1.03042
H  0.54347  2.81210  1.74910
H  0.33184  -0.58833  -0.11707
C  4.62229  -0.80602  0.58215
C  4.96295  -0.08322  -0.63573
C  4.43244  -0.92791  -1.79636
C  5.35450  -2.20402  -1.97164
C  5.15055  -2.84213  -0.87093
C  5.40205  -2.09281  0.53199
H  5.41617  -2.74007  1.31409
H  6.61722  -1.85519  0.36695
H  4.28456  -3.21727  -0.74481
H  5.83260  -3.89414  -0.77606
H  5.02051  -2.68868  -2.77282
H  6.30297  -1.65487  -1.95632
H  3.28950  -1.19207  -1.76816
H  4.32035  -0.18507  -2.67799
H  4.22850  0.98167  -0.49909
H  5.99051  0.28071  -0.47824
H  5.22241  -0.36418  1.39620

---

C24H32N4O5S | wB97M-V/def2-TZVPD

Results
Relative energy (zero: lowest compared OMol25 entry of this formula, charge and spin) = 555.3 kJ/mol
SMILES = Cc1cc(C)c(S(=O)(=O)N2CCN(c3ccc([N+](=O)[O-])c(NC[C@@H]4CCCO4)c3)CC2)c(C)c1
Spin multiplicity = 1
LUMO = 0.09 eV
E_HOMO = -7.94 eV
Electronic energy = -52437.5979 eV

Element x y z (Å)
C  -0.82755  8.17006  -1.25689
C  -0.71700  6.85719  -0.54672
C  -1.81715  6.01953  -0.43335
C  -1.74407  4.80512  0.23568
C  -2.96520  3.94880  0.32390
C  -0.52544  4.42740  0.80059
S  -0.47998  2.83880  1.64111
O  0.84594  2.50513  2.09253
O  -1.51573  2.76969  2.63205
N  -0.93763  1.80703  0.37676
C  -1.48986  0.54000  0.80875
C  -0.38772  -0.46143  1.18693
N  0.51020  -0.63391  0.06231
C  0.29905  -1.60559  -0.88666
C  0.59736  -1.39358  -2.25278
C  0.41664  -2.39878  -3.15647
C  -0.05072  -3.66692  -2.78329
N  -0.15608  -4.62934  -3.79544
O  0.22586  -4.34065  -4.92060
O  -0.62473  -5.74338  -3.53615
C  -0.33750  -3.92190  -1.41201
N  -0.82933  -5.12221  -1.01475
C  -0.64641  -5.68052  0.29623
C  0.78999  -6.24026  0.46830
C  1.10254  -6.57201  1.92980
C  1.63764  -5.23726  2.44943
C  2.31616  -4.64629  1.20859
O  1.75290  -5.28333  0.07233
C  -0.16048  -2.86526  -0.51474
C  1.13177  0.63141  -0.26582
C  0.07225  1.67402  -0.65236
C  0.59494  5.25332  0.71987
C  1.91387  4.90845  1.33435
C  0.47508  6.45976  0.03824
H  -1.24641  8.91844  -0.58409
H  -1.48650  8.08931  -2.11812
H  0.14765  8.51883  -1.58630
H  -2.75679  6.31898  -0.87436
H  -3.07318  3.54918  1.32763
H  -2.88262  3.10603  -0.35981
H  -3.84955  4.52548  0.06421
H  -2.12876  0.75166  1.66614
H  -2.09425  0.13285  -0.01007
H  -0.84149  -1.40457  1.48135
H  0.18371  -0.05970  2.02923
H  0.94241  -0.43678  -2.60546
H  0.62522  -2.23584  -4.20303
H  -0.85240  -5.80602  -1.77165
H  -0.84589  -4.92876  1.06066
H  -1.36223  -6.49652  0.42044
H  0.90440  -7.10148  -0.19975
H  1.87889  -7.33551  1.97846
H  0.22605  -6.92194  2.47037
H  0.81895  -4.59855  2.78221
H  2.33502  -5.35797  3.27475
H  3.39343  -4.85088  1.20797
H  2.16832  -3.56475  1.12111
H  -0.36799  -3.05380  0.52385
H  1.86862  0.50281  -1.05685
H  1.64422  0.98610  0.63390
H  0.52792  2.65586  -0.79331
H  -0.43108  1.37809  -1.57962
H  2.61638  5.72784  1.20037
H  1.80031  4.70378  2.39593
H  2.32998  4.00878  0.88575
H  1.33805  7.10596  -0.03162

---

C24H32N4PdS | wB97M-V/def2-TZVPD

Results
Relative energy (zero: lowest compared OMol25 entry of this formula, charge and spin) = 2.7 kJ/mol
Spin multiplicity = 3
⟨S²⟩ = 2.01
LUMO (spin up / spin down) = 0.55 / -0.34 eV
E_HOMO (spin up / spin down) = -6.47 / -6.58 eV
Electronic energy = -45679.7127 eV

Element x y z (Å)
Pd  0.27708  0.21399  -0.22769
C  0.42286  -3.38548  1.83862
C  1.25952  -2.11302  2.05714
C  0.57156  -0.95167  2.79879
N  0.24843  0.18857  1.96132
C  -0.26625  1.26180  2.52553
C  -0.56958  1.30310  3.91085
C  -0.96413  2.32610  4.75806
C  -1.18821  3.66745  4.51679
C  -1.11451  4.26253  3.26368
C  -0.86973  3.72337  2.02038
C  -0.56976  2.40191  1.58455
N  -0.49383  2.07902  0.31883
C  -0.87444  2.91814  -0.80639
C  0.16537  2.89624  -1.93762
C  0.01056  1.75369  -2.95258
N  -0.12576  0.45564  -2.32340
C  -0.71762  -0.54303  -2.93328
C  -1.05788  -0.49261  -4.30956
C  -1.58842  -1.43345  -5.16918
C  -1.94101  -2.76015  -4.96033
C  -1.86577  -3.41693  -3.74415
C  -1.50615  -2.95415  -2.48969
C  -1.08384  -1.68355  -2.03364
N  -0.96421  -1.40976  -0.74784
C  -1.37522  -2.36606  0.26209
C  -0.33427  -3.47380  0.51567
H  1.09442  -4.24700  1.88122
H  -0.27187  -3.51034  2.67624
H  2.14407  -2.39023  2.63416
H  1.61102  -1.75321  1.08318
H  -0.32890  -1.34331  3.29280
H  1.22839  -0.61197  3.61225
H  -0.46624  0.35377  4.41460
H  -1.10133  2.00964  5.78810
H  -1.44811  4.29616  5.35786
H  -1.30304  5.33210  3.24587
H  -0.91285  4.45028  1.22285
H  -1.83130  2.54314  -1.19013
H  -1.04403  3.95346  -0.51440
H  0.07357  3.82861  -2.50115
H  1.16294  2.90344  -1.50022
H  -0.88124  1.98026  -3.54911
H  0.86098  1.77225  -3.64742
H  -0.81713  0.44248  -4.79574
H  -1.71765  -1.07363  -6.18561
H  -2.29680  -3.32262  -5.81332
H  -2.15846  -4.46254  -3.76043
H  -1.58924  -3.70188  -1.71335
H  -1.54386  -1.79642  1.17749
H  -2.33827  -2.81342  -0.00813
H  -0.82388  -4.45057  0.46791
H  0.38956  -3.45708  -0.30525
C  3.49003  -0.28792  -1.17317
S  2.76651  1.11806  -0.31619
C  3.35015  0.89133  1.36763
H  3.25830  -1.22022  -0.65912
H  4.56906  -0.17807  -1.26971
H  3.03569  -0.31651  -2.16259
H  4.42805  1.03693  1.42928
H  3.07796  -0.08870  1.74499
H  2.84870  1.64583  1.97165